Entry 1:
{"formula": "C4H10NO5S2", "method": "ωB97M-V/def2-TZVPD", "energy_ha": -1385.72370, "charge": -1, "homo_ev": -4.39, "gap_ev": 7.9, "de_lowest_kcal_mol": 33.2, "symbols": ["C", "C", "C", "C", "N", "O", "O", "O", "O", "O", "S", "S", "H", "H", "H", "H", "H", "H", "H", "H", "H", "H"], "coordinates": [[-1.643798, -2.220927, -0.062353], [-0.039472, 2.322560, 0.798355], [-0.540188, -1.263448, -0.353139], [0.305550, 0.860246, 0.539395], [-0.654478, 0.053434, 0.165485], [-1.889496, 0.086148, -2.278518], [0.659338, 0.538320, 2.944218], [0.624607, 0.150728, -2.396337], [1.743834, -1.203875, 1.518410], [2.708295, 0.881570, -0.869096], [-0.569412, -0.687653, -2.300258], [1.613938, 0.197485, 1.832413], [-2.138732, -2.482534, -1.081177], [-2.401456, -1.723628, 0.410903], [-1.189433, -3.075062, 0.323906], [-1.066392, 2.501825, 0.958534], [0.471797, 2.974086, 0.137044], [0.281787, 2.478905, 1.887938], [0.478159, -1.567847, -0.010218], [-1.615725, 0.388852, 0.031519], [2.253569, 0.768336, -1.810451], [2.607709, 0.022480, -0.386575]], "atomic_forces_ev_per_a": [[0.4, 0.3, -4.4], [1.4, -1.6, 2.7], [2.5, 1.0, -0.7], [-1.9, 0.0, 0.6], [-0.5, 0.9, 0.9], [1.7, -0.7, 0.2], [0.6, -0.8, -0.5], [0.5, 0.9, -0.1], [0.1, -2.1, -0.3], [-0.5, -0.7, -2.0], [-2.4, -1.1, 0.2], [-0.3, 2.7, 1.0], [0.8, 0.1, 1.4], [-1.9, 0.6, 2.1], [-0.1, -1.5, 1.2], [-1.5, 0.2, -0.9], [0.3, 0.6, -0.6], [0.3, 0.1, -1.6], [-0.9, -0.3, -0.9], [0.5, 0.6, -0.3], [0.9, -0.1, 3.2], [0.1, 0.9, -1.1]]}

***

Entry 2:
{"formula": "C4H10NOP", "method": "ωB97M-V/def2-TZVPD", "energy_ha": -629.73488, "charge": 0, "homo_ev": -9.02, "smiles": "CN1CCC[P@H]1=O", "gap_ev": 10.0, "de_lowest_kcal_mol": 23.3, "symbols": ["C", "N", "C", "C", "C", "P", "O", "H", "H", "H", "H", "H", "H", "H", "H", "H", "H"], "coordinates": [[0.555449, 2.072195, -0.279428], [0.290578, 0.741216, 0.117237], [-1.022283, 0.319499, 0.555109], [-1.252758, -1.061067, -0.208180], [0.056716, -1.866138, -0.265328], [1.401846, -0.506605, 0.259859], [2.636617, -0.235877, -0.365445], [0.036125, 2.306876, -1.130639], [0.369888, 2.748213, 0.579783], [1.582742, 2.314718, -0.693997], [-1.736018, 0.919873, 0.021924], [-1.209242, 0.171889, 1.719824], [-2.160120, -1.508877, 0.100437], [-1.278039, -0.827423, -1.264584], [0.112026, -2.615533, 0.444004], [0.221178, -2.279364, -1.214788], [1.395301, -0.693600, 1.624213]], "atomic_forces_ev_per_a": [[2.4, 1.2, 1.6], [0.5, -1.6, 0.8], [-0.2, -1.8, -0.2], [2.1, 1.3, -0.4], [0.9, 2.6, 1.5], [-6.3, -0.8, 0.4], [4.3, 0.3, -2.0], [-2.2, 0.9, -1.8], [0.0, 0.1, -0.7], [-0.6, -1.1, 1.2], [-0.6, 0.9, 0.8], [0.4, 0.7, -2.3], [-0.7, -0.9, 0.4], [-1.0, 0.7, -0.2], [0.2, -1.7, 1.6], [0.4, -0.4, -1.3], [0.4, -0.4, 0.8]]}

***

Entry 3:
{"formula": "C4H10NOP", "method": "ωB97M-V/def2-TZVPD", "energy_ha": -629.67847, "charge": 0, "homo_ev": -8.46, "smiles": "C[C@H](C=O)N(C)P", "gap_ev": 9.2, "de_lowest_kcal_mol": 58.7, "symbols": ["C", "C", "C", "O", "N", "C", "P", "H", "H", "H", "H", "H", "H", "H", "H", "H", "H"], "coordinates": [[0.905419, 0.246038, -1.613574], [-0.069764, 0.551648, -0.388537], [0.160330, 1.825117, 0.289183], [0.552917, 2.849498, -0.169503], [-0.278362, -0.595429, 0.458299], [-1.547268, -1.274532, 0.381620], [0.973826, -1.408444, 1.318911], [0.648812, -0.687038, -2.013687], [0.778418, 0.935155, -2.344236], [1.910409, 0.333207, -1.197987], [-1.085899, 0.859102, -0.803897], [-0.134589, 1.711827, 1.363391], [-1.636749, -1.771892, -0.589490], [-1.580071, -1.879159, 1.226955], [-2.358032, -0.444468, 0.384051], [0.939374, -0.827359, 2.709918], [1.821229, -0.423269, 0.988582]], "atomic_forces_ev_per_a": [[-0.4, 0.1, 3.9], [-0.7, -1.0, -2.9], [0.3, -0.3, 2.3], [0.4, 0.7, -0.7], [0.5, 0.2, 0.8], [-0.8, 3.1, -1.9], [-1.1, 0.1, 1.1], [0.0, -1.6, -0.3], [-0.2, 2.4, -2.2], [0.1, -0.4, -0.4], [0.7, -0.8, 0.1], [0.0, 0.5, 0.0], [-0.3, -0.5, 0.3], [-0.8, -1.4, 1.1], [0.9, -1.6, 0.4], [-0.3, -0.4, -1.0], [1.8, 0.9, -0.5]]}

***

Entry 4:
{"formula": "C4H10NOS", "method": "ωB97M-V/def2-TZVPD", "energy_ha": -686.52977, "charge": -1, "homo_ev": -2.87, "smiles": "N[C@@H](C[O-])CCS", "gap_ev": 6.0, "de_lowest_kcal_mol": 84.6, "symbols": ["N", "C", "C", "O", "C", "C", "S", "H", "H", "H", "H", "H", "H", "H", "H", "H", "H"], "coordinates": [[-1.282073, 0.563331, -1.046631], [0.123954, 0.604574, -0.353457], [0.124654, 1.939365, 0.527108], [-0.682904, 2.915908, -0.004928], [0.092725, -0.578483, 0.809055], [-0.193895, -1.992477, 0.186616], [1.261660, -2.690242, -0.731701], [-1.301236, 1.624003, -1.102361], [-1.083120, 0.180528, -1.947960], [1.057364, 0.592252, -0.834165], [1.238027, 2.278954, 0.588420], [-0.063445, 1.650683, 1.627061], [1.085850, -0.647795, 1.304918], [-0.549442, -0.250828, 1.652426], [-0.997617, -1.929918, -0.614421], [-0.406582, -2.924271, 0.822089], [1.576079, -1.335588, -0.882061]], "atomic_forces_ev_per_a": [[3.3, 1.0, 1.1], [-3.9, -1.4, 4.6], [0.6, 1.5, -0.2], [0.8, -1.2, 0.5], [1.0, -0.3, -1.2], [-1.2, -1.3, -0.4], [0.3, 2.4, 0.1], [-0.8, -0.4, -0.1], [-0.2, -0.1, -0.9], [0.8, -0.3, -1.7], [-0.9, -0.4, -0.2], [-0.3, 0.3, -1.0], [-0.2, 0.1, -0.4], [-0.3, -0.5, -1.0], [0.7, 0.1, 1.3], [-0.3, 1.9, -0.2], [0.5, -1.5, -0.5]]}

***

Entry 5:
{"formula": "C4H10NOS2", "method": "ωB97M-V/def2-TZVPD", "energy_ha": -1084.75537, "charge": -1, "homo_ev": -3.51, "gap_ev": 7.1, "de_lowest_kcal_mol": 10.2, "symbols": ["S", "S", "C", "C", "C", "O", "N", "C", "H", "H", "H", "H", "H", "H", "H", "H", "H", "H"], "coordinates": [[-2.664777, -2.093010, -2.478540], [-0.738959, -1.206676, -1.998212], [-1.136154, -0.557272, -0.315617], [-0.082335, 0.475196, 0.230129], [0.873727, 0.678942, -0.937218], [1.082661, -0.613011, -1.364180], [0.585645, -0.232670, 1.349641], [1.321372, 0.678930, 2.234727], [-3.204183, -1.340391, -3.455827], [-1.129812, -1.421611, 0.345057], [-2.144871, -0.155035, -0.192002], [-0.690614, 1.254926, 0.688200], [0.442716, 1.408708, -1.656168], [1.875876, 1.117001, -0.775841], [1.230465, -0.854867, 0.869398], [0.802725, 0.707486, 3.202482], [2.376015, 0.433053, 2.337651], [1.200501, 1.720306, 1.916312]], "atomic_forces_ev_per_a": [[-1.2, -0.4, -0.1], [1.0, 0.3, 0.4], [-0.4, 0.0, 0.3], [-0.8, -1.7, 0.5], [0.6, 0.4, -0.2], [0.3, 0.3, -0.8], [0.5, 0.5, 0.0], [-1.1, 0.3, 0.0], [0.1, 0.2, 0.1], [0.2, 0.0, 0.1], [0.0, 0.1, -0.7], [0.4, 0.7, -0.3], [-0.4, -0.5, -0.3], [-0.2, 0.2, 1.0], [0.0, -0.1, 0.1], [0.5, -0.3, 0.2], [0.0, 0.0, 0.1], [0.5, 0.0, -0.4]]}